Entry 1:
The following is a DFT calculation (ωB97M-V/def2-TZVPD) of a molecular structure, CH4N2OSn.

Output
Net charge = +2
Gap between HOMO and LUMO = 6.83 eV
Highest occupied orbital energy = -19.02 eV

Last column: Mulliken charge in e.
Element x y z (Å)
Sn (7.06875, 1.91568, 2.76889)  1.6601
C (3.99033, 3.14530, 2.08214)  0.7383
O (4.83992, 2.21342, 1.96846)  -0.6628
N (4.16805, 4.54196, 1.93220)  -0.4090
N (2.71158, 2.71920, 2.31884)  -0.3387
H (3.36906, 5.07978, 2.13865)  0.2807
H (4.93797, 4.82915, 2.51967)  0.2436
H (2.59601, 1.95904, 2.78882)  0.2344
H (2.05116, 3.43054, 2.57632)  0.2534


Entry 2:
The following is a DFT calculation (ωB97M-V/def2-TZVPD) of 2 unconnected molecules or ions with the total composition C5H11NO2.

Output
SMILES = C#COC.CNOC
Gap between HOMO and LUMO = 8.99 eV
Highest occupied orbital energy = -8.00 eV

Last column: Mulliken charge in e.
Element x y z (Å)
C (-0.48169, 1.97149, -1.38689)  -0.3225
C (-0.99077, 1.17624, -0.60300)  0.0896
O (-1.96240, 0.51091, -0.01050)  -0.3806
C (-2.09241, -0.86803, -0.35085)  -0.5882
H (-0.43675, 2.50404, -2.30283)  0.4048
H (-2.41732, -0.98334, -1.38324)  0.3363
H (-2.83083, -1.28293, 0.33984)  0.2351
H (-1.15707, -1.40422, -0.19897)  0.2457
C (0.53769, 0.55448, 2.05720)  -0.8268
N (1.09027, 0.46912, 0.71249)  -0.2711
O (1.16221, -0.92274, 0.34762)  -0.2471
C (1.54174, -1.04492, -1.01217)  -0.6489
H (0.73624, 1.55060, 2.43313)  0.3398
H (-0.54574, 0.45798, 1.96997)  0.2336
H (0.88627, -0.21777, 2.74864)  0.3236
H (2.06586, 0.79150, 0.74689)  0.2820
H (1.36404, -2.09079, -1.28131)  0.2382
H (0.94262, -0.41011, -1.67118)  0.2391
H (2.58805, -0.76152, -1.15484)  0.3175


Entry 3:
The following is a DFT calculation (ωB97M-V/def2-TZVPD) of a molecular structure, C35H28AsClN7O3V.

Output
Spin multiplicity = 4
Net charge = +1
Gap between HOMO and LUMO (alpha / beta) = 6.96 / 7.24 eV
<S²> = 3.774
Highest occupied orbital energy (alpha / beta) = -10.22 / -10.61 eV

Last column: Mulliken charge in e.
Element x y z (Å)
V (0.10566, 0.30207, 0.29565)  0.0462
Cl (-4.66116, -5.02082, 0.10410)  -0.2120
C (-3.48969, -3.80367, 0.50101)  -0.0153
C (-2.44310, -4.11050, 1.37920)  -0.6489
C (-1.50358, -3.16178, 1.71497)  -0.7241
C (-1.56546, -1.87265, 1.16038)  0.7754
O (-0.66398, -0.97087, 1.48504)  -0.6902
C (-2.63297, -1.56840, 0.28331)  0.3711
C (-2.82367, -0.21692, -0.20681)  -0.2320
N (-1.88251, 0.65488, -0.23152)  0.7874
C (-2.10664, 2.04110, -0.48173)  -0.3921
C (-3.07768, 2.58727, -1.26218)  -0.6327
C (-3.16138, 3.99532, -1.40525)  -1.0052
C (-2.28501, 4.81271, -0.75550)  -0.9004
C (-1.26821, 4.26292, 0.06943)  0.8101
C (-0.34761, 5.05339, 0.79943)  -0.7753
C (0.58662, 4.44709, 1.58326)  -0.9672
C (0.63331, 3.03890, 1.62433)  0.7185
N (-0.20612, 2.27244, 0.96834)  0.5736
C (-1.17007, 2.87490, 0.19175)  0.7880
C (-3.60076, -2.53903, -0.02081)  -0.9605
H (-2.38455, -5.10694, 1.79776)  0.4283
H (-0.69319, -3.39671, 2.39191)  0.4972
H (-3.83209, 0.06692, -0.51118)  0.4159
H (-3.78232, 1.96031, -1.79414)  0.4619
H (-3.93344, 4.41318, -2.03611)  0.4185
H (-2.35251, 5.88786, -0.85927)  0.4335
H (-0.39910, 6.13257, 0.72420)  0.4537
H (1.30484, 5.01592, 2.15521)  0.4850
H (1.40032, 2.53852, 2.20419)  -0.1292
H (-4.43410, -2.29259, -0.66757)  0.4791
N (-0.26330, -3.13560, -1.59232)  -0.3172
N (-0.64427, -2.35019, -2.67442)  -0.2695
C (-0.24545, -1.05794, -2.77858)  0.4719
N (-0.60881, -0.40784, -3.89394)  -0.4091
N (0.47967, -0.56802, -1.78747)  -0.0481
N (0.63680, 0.83920, -1.72720)  1.1576
O (1.56642, 1.17334, -0.83693)  -0.6882
O (0.17794, 1.65891, -2.53043)  -0.9108
H (0.32483, -3.89704, -1.90231)  0.3057
H (-1.08248, -3.48516, -1.11116)  0.1631
H (-1.10988, -2.76950, -3.46329)  0.1402
H (-1.19168, -0.85696, -4.57715)  0.1876
H (-0.47560, 0.59077, -3.91231)  0.1907
C (3.68019, -5.35320, 2.64938)  -0.5516
C (3.75136, -4.23186, 3.46147)  -0.7059
C (3.38557, -2.98438, 2.97037)  -0.3111
C (2.94089, -2.86080, 1.66012)  0.7510
C (2.85832, -3.99038, 0.85009)  -0.3838
C (3.23591, -5.23167, 1.33960)  -0.6689
As (2.42763, -1.16998, 0.87872)  0.9556
C (2.89210, 0.11268, 2.25527)  -0.1285
C (2.20238, 0.35908, 3.43485)  -0.2433
C (2.64216, 1.37393, 4.27716)  -0.7702
C (3.74685, 2.14070, 3.91886)  -0.8704
C (4.42830, 1.89761, 2.73426)  -0.3999
C (4.01025, 0.86998, 1.89336)  0.5166
C (4.64783, 0.46734, 0.61972)  0.7730
C (5.77159, 1.05942, 0.05425)  -0.8203
C (6.26416, 0.58254, -1.15049)  -0.8027
C (5.63900, -0.47448, -1.80201)  -0.7714
C (4.50778, -1.06163, -1.25205)  -0.7070
C (4.02683, -0.59678, -0.03991)  0.2780
H (3.97208, -6.32095, 3.03526)  0.3948
H (4.09932, -4.32208, 4.48227)  0.4217
H (3.46006, -2.11636, 3.61249)  0.3429
H (2.50410, -3.90911, -0.17175)  0.2650
H (3.18146, -6.10355, 0.70053)  0.4116
H (1.33016, -0.22869, 3.69895)  0.4103
H (2.12479, 1.56843, 5.20762)  0.4427
H (4.08653, 2.93135, 4.57550)  0.4367
H (5.29024, 2.50008, 2.47729)  0.4311
H (6.26774, 1.88610, 0.54659)  0.3973
H (7.14243, 1.03911, -1.58747)  0.4117
H (6.03281, -0.83741, -2.74234)  0.4228
H (4.01706, -1.87621, -1.77103)  0.4396


Entry 4:
The following is a DFT calculation (ωB97M-V/def2-TZVPD) of a molecular structure, C25H48P4SW.

Output
Spin multiplicity = 3
Net charge = +4
Gap between HOMO and LUMO (alpha / beta) = 5.15 / 4.39 eV
<S²> = 2.136
Highest occupied orbital energy (alpha / beta) = -20.18 / -19.55 eV

Last column: Mulliken charge in e.
Element x y z (Å)
W (-0.32762, -0.31917, -0.52684)  0.8923
P (0.85079, 0.46548, 1.45306)  0.3740
P (2.01147, -0.57903, -1.49886)  0.8697
P (-2.24041, -0.52852, 1.01620)  1.2957
H (-1.80749, -5.39834, -2.87822)  0.2229
C (-2.76215, -4.89746, -2.71071)  -0.1457
C (-3.05581, -3.69021, -3.22040)  -0.7544
H (-2.57259, -3.29081, -4.13111)  0.3936
C (1.42231, -0.78619, 2.67719)  -1.3119
C (2.38008, 1.46928, 1.29942)  -1.2047
C (-0.02591, 1.71753, 2.48981)  -0.7264
C (2.14019, -1.22980, -3.21885)  -1.1125
C (3.26827, 0.75593, -1.63732)  -1.5052
C (2.88013, -1.89334, -0.54256)  -1.1576
C (-3.59535, -1.63620, 0.48105)  -1.2874
C (-3.16448, 1.01624, 1.39013)  -1.1512
C (-1.81485, -1.22203, 2.65420)  -1.4493
H (-3.54952, -5.52550, -2.27370)  0.3535
H (-3.98666, -3.15396, -2.95184)  0.3841
H (1.96924, -0.24505, 3.46462)  0.4927
H (2.08651, -1.51643, 2.19591)  0.3041
H (0.58842, -1.32719, 3.13638)  0.4222
H (2.67720, 1.78620, 2.31081)  0.6945
H (2.17795, 2.35918, 0.68443)  0.1332
H (3.19542, 0.87855, 0.86294)  0.3895
H (0.70679, 2.07231, 3.23180)  0.6662
H (-0.89309, 1.30820, 3.01938)  0.3752
H (-0.34403, 2.56269, 1.86113)  -0.1058
H (3.19262, -1.47796, -3.44264)  0.5404
H (1.77841, -0.49583, -3.95645)  0.3830
H (1.53149, -2.13624, -3.29151)  0.0391
H (4.23098, 0.40793, -1.24168)  0.5076
H (2.96332, 1.65217, -1.09717)  0.2909
H (3.39548, 1.02859, -2.68960)  0.5515
H (3.70110, -2.29970, -1.15580)  0.5551
H (2.18190, -2.70330, -0.28939)  0.1692
H (3.29354, -1.46085, 0.38009)  0.4275
H (-4.24945, -1.79657, 1.34488)  0.5862
H (-3.20211, -2.60274, 0.14365)  0.5409
H (-4.17862, -1.18671, -0.33177)  0.4068
H (-3.70890, 0.86780, 2.33488)  0.5827
H (-3.89315, 1.21045, 0.59097)  0.4852
H (-2.50472, 1.88796, 1.49368)  0.1494
H (-2.74578, -1.50566, 3.16122)  0.5678
H (-1.28071, -0.48808, 3.26701)  0.4317
H (-1.19474, -2.11731, 2.53192)  0.3639
C (-0.24740, -3.67294, -1.67183)  1.4389
C (-0.16873, -4.40351, -0.46738)  -0.5125
C (0.62815, -5.54291, -0.44458)  -0.6680
C (1.23367, -5.99286, -1.61748)  -0.5910
C (1.08889, -5.31205, -2.84090)  -0.8936
C (0.26682, -4.18141, -2.87706)  -1.1564
S (-1.18537, -2.17957, -1.84433)  0.0022
H (-1.62918, -1.89002, -0.51823)  -1.0048
H (-0.75602, -4.06782, 0.38393)  0.4657
H (0.81984, -6.04235, 0.50829)  0.4786
H (1.84435, -6.89613, -1.55862)  0.4783
H (1.60870, -5.60722, -3.74989)  0.5249
H (-0.09159, -3.73570, -3.81049)  0.5990
C (-0.15274, 1.90470, -3.23293)  -1.4460
P (-0.95944, 1.59986, -1.62961)  1.7240
C (-2.72497, 1.81018, -2.07427)  -1.5269
C (-0.63099, 3.21698, -0.77234)  0.5777
C (0.62638, 3.83275, -0.86170)  -0.8098
C (0.91936, 4.91497, -0.03510)  -0.5438
C (-0.05321, 5.47273, 0.79054)  -0.7628
C (-1.34770, 4.92242, 0.80508)  -0.6906
C (-1.65360, 3.84201, -0.03756)  -0.9656
H (-0.47487, 1.13709, -3.94743)  0.4745
H (0.93336, 1.84932, -3.11928)  0.3832
H (-0.42926, 2.89880, -3.61305)  0.5448
H (-2.82583, 2.79032, -2.57384)  0.5611
H (-3.37608, 1.77617, -1.18752)  0.2917
H (-3.01286, 1.00226, -2.76547)  0.4823
H (1.34999, 3.48117, -1.58804)  0.5759
H (1.90783, 5.36321, -0.08086)  0.5108
H (0.16850, 6.33110, 1.42713)  0.4696
H (-2.14355, 5.36453, 1.41302)  0.4923
H (-2.70190, 3.51418, -0.11664)  0.5664


> What is the formula in the fourth record?

C25H48P4SW


Copy entry 2 word for word.
The following is a DFT calculation (ωB97M-V/def2-TZVPD) of 2 unconnected molecules or ions with the total composition C5H11NO2.

Output
SMILES = C#COC.CNOC
Gap between HOMO and LUMO = 8.99 eV
Highest occupied orbital energy = -8.00 eV

Last column: Mulliken charge in e.
Element x y z (Å)
C (-0.48169, 1.97149, -1.38689)  -0.3225
C (-0.99077, 1.17624, -0.60300)  0.0896
O (-1.96240, 0.51091, -0.01050)  -0.3806
C (-2.09241, -0.86803, -0.35085)  -0.5882
H (-0.43675, 2.50404, -2.30283)  0.4048
H (-2.41732, -0.98334, -1.38324)  0.3363
H (-2.83083, -1.28293, 0.33984)  0.2351
H (-1.15707, -1.40422, -0.19897)  0.2457
C (0.53769, 0.55448, 2.05720)  -0.8268
N (1.09027, 0.46912, 0.71249)  -0.2711
O (1.16221, -0.92274, 0.34762)  -0.2471
C (1.54174, -1.04492, -1.01217)  -0.6489
H (0.73624, 1.55060, 2.43313)  0.3398
H (-0.54574, 0.45798, 1.96997)  0.2336
H (0.88627, -0.21777, 2.74864)  0.3236
H (2.06586, 0.79150, 0.74689)  0.2820
H (1.36404, -2.09079, -1.28131)  0.2382
H (0.94262, -0.41011, -1.67118)  0.2391
H (2.58805, -0.76152, -1.15484)  0.3175